{"formula": "C49H54ClN9O3S", "method": "ωB97M-V/def2-TZVPD", "species": ["C", "C", "C", "Cl", "O", "S", "O", "O", "C", "H", "H", "H", "H", "H", "H", "H", "H", "H", "N", "C", "C", "C", "C", "C", "H", "H", "H", "H", "H", "N", "C", "C", "C", "C", "C", "H", "H", "H", "H", "H", "N", "C", "C", "C", "C", "C", "H", "H", "H", "H", "H", "N", "C", "C", "C", "C", "C", "H", "H", "H", "H", "H", "N", "C", "C", "C", "C", "C", "H", "H", "H", "H", "H", "N", "C", "C", "C", "C", "C", "H", "H", "H", "H", "H", "N", "C", "C", "C", "C", "C", "H", "H", "H", "H", "H", "N", "C", "C", "C", "C", "C", "H", "H", "H", "H", "H", "N", "C", "C", "C", "C", "C", "H", "H", "H", "H", "H"], "coordinates": [[-3.73, -2.62, 5.89], [-3.98, -1.68, 4.55], [-3.45, -0.13, 4.71], [-3.69, 0.70, 3.07], [-4.00, 0.60, 5.86], [-5.66, 0.29, 6.09], [-6.25, 1.44, 7.00], [-6.56, 0.46, 4.63], [-7.61, -0.61, 4.76], [-2.76, -2.25, 6.43], [-4.64, -2.46, 6.64], [-3.71, -3.74, 5.58], [-3.30, -2.17, 3.70], [-5.09, -1.76, 4.13], [-2.27, -0.21, 4.91], [-8.70, -0.19, 4.63], [-7.33, -1.47, 4.02], [-7.56, -1.07, 5.85], [-0.29, -0.84, 1.34], [0.58, -1.33, 0.43], [0.45, -1.16, -0.94], [-0.66, -0.46, -1.41], [-1.58, 0.05, -0.50], [-1.35, -0.16, 0.85], [1.42, -1.88, 0.85], [1.18, -1.58, -1.62], [-0.80, -0.31, -2.48], [-2.45, 0.61, -0.84], [-2.04, 0.22, 1.60], [-1.88, -5.42, 4.63], [-2.18, -6.70, 4.91], [-1.29, -7.60, 5.48], [-0.01, -7.15, 5.78], [0.33, -5.83, 5.51], [-0.63, -5.01, 4.94], [-3.19, -7.01, 4.65], [-1.59, -8.62, 5.69], [0.72, -7.82, 6.23], [1.32, -5.44, 5.73], [-0.42, -3.97, 4.71], [3.76, -0.73, -3.54], [3.21, -0.12, -4.61], [3.13, -0.69, -5.87], [3.65, -1.97, -6.05], [4.23, -2.62, -4.96], [4.26, -1.97, -3.74], [2.82, 0.88, -4.43], [2.67, -0.15, -6.70], [3.61, -2.45, -7.02], [4.65, -3.62, -5.07], [4.69, -2.44, -2.86], [7.80, 2.42, -2.92], [6.96, 1.36, -2.98], [6.25, 0.87, -1.90], [6.41, 1.50, -0.67], [7.26, 2.60, -0.57], [7.93, 3.02, -1.71], [6.88, 0.91, -3.96], [5.59, 0.02, -2.01], [5.87, 1.15, 0.20], [7.41, 3.11, 0.38], [8.61, 3.87, -1.68], [-0.66, -7.23, -1.74], [-0.92, -6.14, -0.99], [-0.55, -4.85, -1.34], [0.14, -4.67, -2.53], [0.42, -5.77, -3.33], [0.00, -7.02, -2.90], [-1.46, -6.34, -0.06], [-0.79, -4.01, -0.69], [0.45, -3.67, -2.84], [0.96, -5.66, -4.27], [0.20, -7.91, -3.49], [-4.24, 2.81, -3.26], [-3.64, 3.02, -2.06], [-4.26, 3.66, -1.00], [-5.56, 4.11, -1.16], [-6.20, 3.91, -2.38], [-5.51, 3.26, -3.39], [-2.62, 2.65, -1.98], [-3.73, 3.79, -0.06], [-6.07, 4.61, -0.35], [-7.22, 4.25, -2.54], [-5.96, 3.08, -4.36], [-9.29, 4.61, -0.80], [-9.40, 3.41, -0.19], [-10.59, 2.91, 0.31], [-11.74, 3.68, 0.18], [-11.66, 4.92, -0.44], [-10.42, 5.34, -0.91], [-8.48, 2.84, -0.12], [-10.62, 1.93, 0.79], [-12.69, 3.32, 0.56], [-12.53, 5.55, -0.55], [-10.31, 6.30, -1.41], [9.88, 1.52, 1.84], [10.85, 1.25, 2.74], [12.18, 1.05, 2.40], [12.54, 1.13, 1.06], [11.56, 1.40, 0.11], [10.26, 1.59, 0.54], [10.52, 1.19, 3.77], [12.91, 0.84, 3.17], [13.57, 0.98, 0.76], [11.81, 1.47, -0.94], [9.46, 1.81, -0.16], [4.72, 5.48, -4.32], [4.61, 4.28, -3.71], [3.42, 3.77, -3.21], [2.28, 4.55, -3.34], [2.36, 5.79, -3.96], [3.59, 6.21, -4.43], [5.54, 3.71, -3.64], [3.39, 2.80, -2.73], [1.33, 4.19, -2.96], [1.48, 6.42, -4.07], [3.71, 7.17, -4.93]], "total_energy_ev": -94594.0026, "orbital_gap_ha": 0.3649}



{"formula": "C49H55BBrN4O14P2S", "method": "ωB97M-V/def2-TZVPD", "species": ["C", "C", "B", "O", "C", "C", "N", "N", "N", "C", "C", "O", "C", "C", "O", "C", "Br", "O", "C", "C", "C", "C", "C", "C", "C", "C", "C", "C", "O", "O", "N", "C", "S", "C", "O", "P", "P", "O", "O", "O", "H", "H", "H", "H", "H", "H", "H", "H", "H", "H", "H", "H", "H", "H", "H", "H", "H", "H", "H", "H", "H", "H", "H", "H", "H", "H", "H", "H", "H", "H", "H", "H", "H", "H", "H", "H", "H", "H", "H", "C", "C", "C", "C", "C", "C", "C", "O", "C", "C", "C", "C", "C", "C", "C", "O", "H", "H", "H", "H", "H", "H", "H", "H", "C", "C", "C", "C", "C", "C", "C", "O", "C", "C", "C", "C", "C", "C", "C", "O", "H", "H", "H", "H", "H", "H", "H", "H"], "coordinates": [[1.55, -3.00, 2.26], [3.03, -3.31, 1.64], [3.00, -3.10, 0.04], [2.61, -4.31, -0.70], [3.29, -1.79, -0.86], [4.44, -2.39, -1.86], [5.54, -3.09, -1.07], [3.91, -0.53, -0.20], [4.72, -0.66, 0.91], [4.31, -0.06, 2.17], [5.22, 1.08, 2.88], [3.29, -0.37, 2.86], [6.17, -0.47, 0.68], [6.91, 0.79, 0.04], [6.92, -1.40, 1.09], [2.92, 0.63, -0.37], [3.61, 2.49, 0.00], [1.74, 0.26, 0.38], [1.12, 1.35, 1.09], [-0.26, 0.73, 1.73], [-1.58, 1.21, 0.94], [-0.47, 1.19, 3.28], [-0.96, -0.01, 4.24], [0.28, -0.82, 4.95], [-2.04, -1.00, 3.58], [2.41, 0.32, -1.88], [1.02, 1.01, -2.32], [1.15, 2.57, -2.71], [1.47, 2.85, -3.89], [0.87, 3.59, -1.74], [3.26, 0.42, -3.07], [4.16, 1.31, -3.13], [5.26, 2.57, -3.18], [2.09, -1.32, -1.88], [2.23, -1.59, -3.29], [0.30, -1.87, -1.56], [-0.19, -3.84, -2.29], [-0.63, -4.74, -1.11], [0.98, -4.67, -3.17], [-1.56, -3.68, -3.32], [1.22, -2.00, 1.82], [1.64, -2.93, 3.41], [0.87, -3.88, 2.02], [3.87, -2.79, 2.20], [3.18, -4.44, 1.85], [3.24, -4.99, -0.36], [4.02, -3.23, -2.52], [4.84, -1.62, -2.60], [5.60, -4.06, -1.42], [6.45, -2.67, -1.29], [4.60, -0.27, -0.96], [6.10, 0.59, 3.43], [4.60, 1.62, 3.69], [5.55, 1.90, 2.15], [6.25, 1.41, -0.66], [7.36, 1.42, 0.90], [7.77, 0.39, -0.61], [0.76, 2.22, 0.44], [1.71, 1.71, 2.02], [-0.21, -0.40, 1.64], [-1.42, 1.40, -0.18], [-2.06, 2.15, 1.37], [-2.36, 0.37, 1.04], [0.47, 1.62, 3.76], [-1.28, 2.01, 3.36], [-1.50, 0.51, 5.12], [1.23, -0.41, 4.47], [0.10, -1.93, 4.78], [0.26, -0.58, 6.08], [-2.58, -1.52, 4.46], [-2.84, -0.48, 2.97], [-1.50, -1.84, 3.01], [0.59, 0.47, -3.25], [0.20, 0.96, -1.53], [-0.11, 3.69, -1.65], [2.27, -2.54, -3.51], [0.24, -2.01, -0.11], [1.01, -5.63, -2.96], [-2.38, -3.77, -2.79], [2.70, 3.02, -6.52], [2.86, 1.96, -7.40], [2.19, 1.96, -8.62], [1.35, 3.02, -8.95], [1.17, 4.07, -8.06], [1.85, 4.08, -6.84], [0.23, 5.18, -8.38], [0.07, 6.10, -7.59], [-0.51, 5.14, -9.66], [-1.43, 6.15, -9.95], [-2.13, 6.13, -11.15], [-1.89, 5.11, -12.08], [-0.97, 4.11, -11.79], [-0.29, 4.12, -10.57], [0.66, 3.02, -10.26], [0.86, 2.13, -11.07], [3.22, 3.03, -5.57], [3.51, 1.13, -7.14], [2.33, 1.13, -9.31], [1.72, 4.90, -6.14], [-1.62, 6.94, -9.23], [-2.85, 6.91, -11.37], [-2.43, 5.11, -13.02], [-0.80, 3.32, -12.51], [-8.19, -4.58, 5.69], [-9.16, -4.67, 6.68], [-9.14, -3.79, 7.76], [-8.14, -2.83, 7.85], [-7.15, -2.75, 6.87], [-7.18, -3.62, 5.78], [-6.05, -1.77, 6.99], [-5.19, -1.70, 6.13], [-6.01, -0.87, 8.17], [-4.95, 0.02, 8.32], [-4.92, 0.88, 9.42], [-5.94, 0.85, 10.36], [-7.00, -0.04, 10.22], [-7.03, -0.91, 9.12], [-8.14, -1.88, 9.00], [-9.03, -1.91, 9.82], [-8.21, -5.26, 4.84], [-9.94, -5.42, 6.61], [-9.91, -3.86, 8.52], [-6.42, -3.56, 5.01], [-4.15, 0.06, 7.59], [-4.09, 1.57, 9.54], [-5.91, 1.52, 11.21], [-7.79, -0.07, 10.96]], "total_energy_ev": -186450.1797, "orbital_gap_ha": 0.2658, "total_charge": 1}



{"formula": "C49H55F3N3O2", "method": "ωB97M-V/def2-TZVPD", "species": ["C", "C", "C", "C", "C", "C", "C", "C", "C", "C", "C", "C", "N", "N", "N", "C", "C", "C", "C", "C", "C", "C", "C", "C", "C", "C", "C", "C", "C", "C", "C", "C", "C", "F", "F", "F", "C", "C", "C", "C", "H", "H", "H", "H", "H", "H", "H", "H", "H", "H", "H", "H", "H", "H", "H", "H", "H", "H", "H", "H", "H", "H", "H", "H", "H", "H", "H", "H", "H", "H", "H", "H", "H", "H", "H", "H", "H", "H", "H", "H", "C", "O", "C", "C", "C", "C", "C", "C", "C", "C", "C", "O", "C", "C", "C", "C", "C", "H", "H", "H", "H", "H", "H", "H", "H", "H", "H", "H", "H", "H", "H", "H"], "coordinates": [[2.19, -3.29, -3.35], [3.11, -3.17, -2.14], [4.58, -2.95, -2.49], [2.94, -4.34, -1.16], [3.22, -5.64, -1.57], [3.13, -6.71, -0.68], [2.80, -6.46, 0.65], [2.53, -5.17, 1.10], [2.28, -4.90, 2.58], [3.43, -5.43, 3.45], [0.93, -5.43, 3.03], [2.53, -4.13, 0.16], [2.23, -2.78, 0.62], [3.26, -1.92, 0.72], [2.71, -0.76, 1.16], [3.62, 0.21, 1.73], [4.46, 0.93, 0.86], [4.47, 0.64, -0.64], [5.89, 0.65, -1.21], [3.55, 1.59, -1.39], [5.23, 1.96, 1.40], [5.25, 2.19, 2.78], [4.55, 1.35, 3.63], [3.75, 0.32, 3.12], [3.11, -0.69, 4.08], [2.08, -0.02, 4.99], [4.17, -1.43, 4.90], [1.31, -0.86, 1.19], [0.44, 0.26, 1.49], [-0.96, 0.08, 1.67], [-1.80, 1.12, 2.02], [-1.26, 2.38, 2.21], [-2.14, 3.48, 2.78], [-1.48, 4.67, 2.89], [-3.26, 3.71, 2.03], [-2.57, 3.13, 4.04], [0.09, 2.64, 1.99], [0.91, 1.60, 1.58], [0.99, -2.14, 0.80], [-0.29, -2.71, 0.51], [1.15, -3.41, -3.02], [2.25, -2.38, -3.95], [2.45, -4.15, -3.97], [2.78, -2.28, -1.57], [5.17, -2.80, -1.57], [5.00, -3.81, -3.02], [4.69, -2.05, -3.11], [3.52, -5.81, -2.61], [3.33, -7.73, -1.02], [2.77, -7.29, 1.36], [2.26, -3.81, 2.69], [4.38, -4.99, 3.12], [3.26, -5.15, 4.50], [3.51, -6.52, 3.39], [0.13, -4.94, 2.46], [0.85, -6.52, 2.88], [0.78, -5.21, 4.10], [4.08, -0.38, -0.74], [6.54, -0.03, -0.65], [5.88, 0.33, -2.26], [6.32, 1.66, -1.16], [2.54, 1.57, -0.96], [3.94, 2.62, -1.32], [3.48, 1.31, -2.44], [5.81, 2.60, 0.74], [5.84, 3.01, 3.19], [4.61, 1.48, 4.71], [2.59, -1.43, 3.45], [1.32, 0.50, 4.40], [1.58, -0.78, 5.61], [2.58, 0.70, 5.65], [4.92, -1.89, 4.24], [4.69, -0.72, 5.56], [3.72, -2.21, 5.51], [-1.38, -0.91, 1.56], [-2.86, 0.92, 2.17], [0.49, 3.63, 2.13], [1.95, 1.83, 1.35], [-0.94, -1.99, -0.01], [-0.26, -3.72, 0.11], [-5.69, -2.61, 7.63], [-4.40, -2.13, 7.15], [-4.03, -2.39, 5.86], [-2.74, -1.96, 5.45], [-2.28, -2.24, 4.18], [-3.11, -2.90, 3.20], [-2.66, -3.08, 1.87], [-3.59, -3.43, 0.83], [-3.90, -2.55, -0.25], [-4.97, -2.78, -1.08], [-5.83, -3.87, -0.82], [-7.05, -3.82, -1.41], [-8.14, -4.63, -0.92], [-5.43, -4.88, 0.08], [-4.36, -4.63, 0.91], [-4.43, -3.26, 3.65], [-4.86, -3.07, 4.94], [-5.82, -2.13, 8.61], [-6.51, -2.31, 6.96], [-5.67, -3.70, 7.76], [-2.12, -1.41, 6.17], [-1.28, -1.94, 3.90], [-1.58, -2.99, 1.68], [-3.30, -1.64, -0.36], [-5.24, -2.10, -1.88], [-9.02, -4.23, -1.42], [-7.98, -5.68, -1.20], [-8.25, -4.55, 0.17], [-6.01, -5.80, 0.15], [-4.13, -5.35, 1.70], [-5.13, -3.72, 2.96], [-5.85, -3.42, 5.25]], "total_energy_ev": -68414.4140, "orbital_gap_ha": 0.1566, "total_charge": 1}



{"formula": "C49H56As2CrN2P2Si", "method": "ωB97M-V/def2-TZVPD", "species": ["Cr", "C", "Si", "C", "C", "C", "C", "C", "C", "P", "C", "C", "C", "C", "C", "C", "C", "C", "C", "C", "C", "C", "C", "C", "C", "C", "C", "C", "P", "C", "C", "C", "C", "C", "C", "C", "C", "C", "C", "C", "C", "H", "H", "H", "H", "H", "H", "H", "H", "H", "H", "H", "H", "H", "H", "H", "H", "H", "H", "H", "H", "H", "H", "H", "H", "H", "H", "H", "H", "H", "H", "H", "C", "As", "C", "C", "C", "C", "C", "C", "C", "As", "C", "C", "H", "H", "H", "H", "H", "H", "H", "H", "H", "H", "H", "H", "H", "H", "H", "H", "N", "C", "C", "N", "H", "H", "H", "H", "H", "H", "H", "H", "H"], "coordinates": [[0.04, 0.73, -0.12], [-1.60, 3.82, 1.54], [-1.26, 1.96, 1.58], [-2.89, 1.02, 1.81], [-4.03, 1.59, 2.38], [-5.11, 0.80, 2.73], [-5.06, -0.58, 2.56], [-3.94, -1.16, 2.00], [-2.87, -0.35, 1.58], [-1.38, -1.12, 0.86], [-1.10, -2.35, 2.21], [-1.32, -3.72, 2.11], [-1.29, -4.51, 3.25], [-1.04, -3.94, 4.49], [-0.82, -2.58, 4.60], [-0.85, -1.78, 3.46], [-2.10, -2.26, -0.38], [-1.29, -3.30, -0.85], [-1.81, -4.31, -1.64], [-3.17, -4.30, -1.97], [-3.97, -3.23, -1.58], [-3.43, -2.21, -0.80], [-0.24, 1.73, 3.18], [-0.69, 2.26, 4.39], [0.13, 2.29, 5.51], [1.43, 1.81, 5.43], [1.89, 1.24, 4.25], [1.04, 1.18, 3.14], [1.62, 0.41, 1.60], [3.26, 1.19, 1.42], [3.32, 2.58, 1.54], [4.55, 3.22, 1.49], [5.71, 2.48, 1.31], [5.65, 1.10, 1.18], [4.42, 0.45, 1.23], [1.98, -1.34, 1.91], [2.02, -2.16, 0.77], [2.27, -3.51, 0.89], [2.46, -4.07, 2.15], [2.42, -3.26, 3.28], [2.18, -1.90, 3.16], [-1.99, 4.14, 2.50], [-2.32, 4.11, 0.78], [-0.67, 4.38, 1.37], [-4.06, 2.66, 2.56], [-5.99, 1.26, 3.17], [-5.88, -1.20, 2.90], [-3.88, -2.23, 1.90], [-1.54, -4.19, 1.17], [-1.49, -5.57, 3.17], [-1.04, -4.56, 5.38], [-0.64, -2.13, 5.56], [-0.71, -0.71, 3.55], [-0.24, -3.33, -0.55], [-1.20, -5.17, -1.89], [-3.61, -5.14, -2.50], [-5.02, -3.22, -1.83], [-4.07, -1.40, -0.48], [-1.69, 2.67, 4.46], [-0.24, 2.71, 6.43], [2.09, 1.87, 6.29], [2.91, 0.89, 4.18], [2.41, 3.15, 1.69], [4.61, 4.29, 1.59], [6.67, 2.98, 1.27], [6.56, 0.53, 1.06], [4.37, -0.63, 1.15], [1.87, -1.71, -0.21], [2.33, -4.15, 0.01], [2.65, -5.13, 2.25], [2.58, -3.69, 4.26], [2.14, -1.29, 4.05], [3.41, -0.50, -2.52], [2.11, 0.82, -1.89], [3.33, 2.33, -1.72], [1.31, 1.50, -3.54], [1.88, 1.32, -4.80], [1.37, 1.98, -5.90], [0.28, 2.83, -5.76], [-0.31, 3.00, -4.52], [0.20, 2.34, -3.41], [-0.58, 2.64, -1.64], [-2.49, 2.82, -2.03], [-0.06, 4.51, -1.46], [4.13, -0.02, -3.18], [2.93, -1.34, -3.03], [3.95, -0.89, -1.65], [3.71, 2.58, -2.71], [4.16, 2.08, -1.07], [2.81, 3.20, -1.32], [2.74, 0.67, -4.92], [1.83, 1.86, -6.87], [-0.10, 3.37, -6.62], [-1.17, 3.65, -4.40], [-2.74, 3.85, -2.28], [-3.06, 2.53, -1.15], [-2.78, 2.18, -2.86], [-0.03, 4.96, -2.45], [0.93, 4.60, -1.00], [-0.78, 5.05, -0.85], [-1.23, -2.73, -5.12], [-1.81, -1.36, -5.07], [-0.98, -0.38, -4.24], [-1.06, -0.41, -2.77], [-1.71, -3.30, -5.82], [-1.34, -3.22, -4.21], [-0.24, -2.70, -5.39], [-2.83, -1.45, -4.69], [-1.85, -0.99, -6.09], [-1.29, 0.62, -4.55], [0.07, -0.49, -4.52], [-0.70, -1.29, -2.41], [-2.01, -0.32, -2.44]], "total_energy_ev": -231232.4820, "orbital_gap_ha": [0.2552, 0.2685], "total_charge": 3, "spin_multiplicity": 2}